[1]
39
Properties=species:S:1:pos:R:3:forces:R:3 method="wB97M-V/def2-TZVPD" e_tot_ha=-660.30055 spin_multiplicity=1 charge=+1 gap_ev=6.478 e_lumo_ev=-5.52
O -0.1920 -2.8157 -1.0195 1.3 1.2 -0.7
C -0.5012 3.0816 2.9035 -0.1 0.1 -0.2
C 1.4920 -0.6257 -3.3719 -0.3 -0.2 0.0
C -2.2261 0.5966 2.3038 -0.5 -0.2 0.0
C -0.5845 -1.9141 -3.6466 0.3 0.2 0.1
C 0.2450 -0.5170 -5.4429 0.2 -0.1 0.5
C 1.3459 -0.1290 -4.6617 0.1 0.0 0.0
C 0.3976 0.9488 3.8503 0.0 -0.2 0.0
C 0.0448 -3.2884 0.3231 0.1 -0.3 0.9
C 0.1120 1.7184 2.5536 -0.1 -0.1 -0.2
C -0.8765 0.9206 1.6975 0.2 -0.1 -0.4
C 0.5261 -1.5193 -2.8496 -0.1 0.0 0.0
C 0.6905 -1.9980 -1.5219 -1.2 -0.9 -0.1
C -0.6040 0.5086 0.4453 -0.1 -0.1 0.3
C -0.7128 -1.4086 -4.9298 -0.1 -0.1 0.1
C 1.4228 1.9368 1.8039 0.1 0.1 0.1
H 1.1278 1.4956 4.4572 -0.1 -0.1 -0.1
H -2.3671 0.9817 3.3224 0.1 -0.1 -0.4
H 0.2100 3.6760 3.4879 -0.1 -0.1 -0.1
H -0.7889 -3.9571 0.5428 0.2 0.2 0.0
H 1.5508 -1.7429 -0.8878 -0.2 0.1 -0.3
H -1.3065 -2.6053 -3.2175 0.1 0.2 -0.2
H 1.2551 2.5078 0.8857 0.1 0.0 0.1
H 1.8897 0.9792 1.5520 0.0 0.1 0.0
H 0.3277 0.7269 -0.0829 -0.3 0.0 0.3
H -1.3595 -0.0434 -0.1201 0.1 0.2 0.1
H -2.3895 -0.4929 2.3369 0.1 0.3 0.1
H -0.5071 0.8079 4.4498 0.2 0.0 -0.1
H 2.0858 0.5629 -5.0683 -0.3 -0.2 0.1
H -3.0423 0.9975 1.6813 0.3 0.0 0.2
H -0.7353 3.6363 1.9874 0.0 0.0 0.2
H 0.1332 -0.1245 -6.4544 0.0 -0.1 0.3
H 0.0654 -2.4415 1.0254 -0.2 -0.2 -0.3
H -1.5657 -1.7080 -5.5402 0.3 0.1 0.2
H 0.8177 -0.0371 3.6189 0.0 0.1 0.1
H -1.4204 2.9767 3.4886 0.1 0.0 -0.1
H 1.0012 -3.8272 0.3787 -0.4 0.1 -0.2
H 2.3224 -0.3649 -2.7189 0.0 0.2 -0.3
H 2.1161 2.5006 2.4382 -0.1 -0.1 -0.1

---

[2]
53
Properties=species:S:1:pos:R:3:forces:R:3 method="wB97M-V/def2-TZVPD" e_tot_ha=-4015.18267 spin_multiplicity=2 gap_ev="8.821 / 3.270" e_lumo_ev="0.32 / -4.86"
Br -1.3683 -0.4937 0.5838 -0.1 0.2 0.0
O -0.7664 -5.2363 -1.4793 0.4 1.5 1.8
O -2.8447 0.1224 -2.5989 -0.9 0.5 0.4
O 2.3393 -0.4475 0.4105 0.9 -0.5 -0.6
O -1.7265 2.7735 0.1456 0.1 1.9 -1.2
O 1.8742 4.6088 -3.5610 1.6 -0.4 -0.9
O -4.8096 -1.8348 1.2720 0.1 -2.3 1.0
O 5.0761 1.0044 4.9915 1.2 -0.1 0.1
N -1.4157 1.1201 -4.0817 -0.9 2.0 -1.3
N 0.1885 -3.2473 -1.1724 3.0 3.8 -1.2
N -3.3110 -3.1608 2.3124 2.4 -0.2 0.7
N -1.1219 -3.9762 0.3780 -2.0 0.5 4.2
N -0.7993 -0.5496 -2.9390 6.0 -4.2 1.2
N -5.3432 -3.9406 2.0626 -3.6 -0.5 -0.6
C 3.0197 1.1124 3.6738 1.7 -1.7 -0.7
C -4.5178 -2.9162 1.8386 -0.4 2.6 -1.2
C -1.1716 4.2995 -1.6669 0.5 -0.5 0.6
C 4.3583 0.6234 3.9054 -1.3 0.3 -1.0
C 3.0190 -0.0988 1.5699 -3.5 0.8 -0.8
C 4.9673 -0.1927 2.9191 -0.9 0.7 0.9
C 1.3722 3.0812 -1.8270 -0.9 -0.5 -0.5
C 4.2480 -0.5516 1.7849 2.6 -0.5 0.0
C 2.3872 0.7128 2.4924 -0.1 0.2 1.9
C 1.0084 4.1532 -2.6421 0.4 0.1 0.7
C -0.5486 -4.2270 -0.7458 -1.2 -5.0 -5.3
C 0.4444 2.6352 -0.8813 0.4 0.6 -0.4
C -1.7607 0.2243 -3.1465 -4.1 2.0 -0.2
C -0.2108 4.7736 -2.5374 -1.0 -0.3 0.0
C -0.7837 3.2593 -0.7901 -1.9 -0.9 1.1
H -1.6157 1.9052 0.5398 0.7 -0.2 -0.4
H -1.0680 -3.0052 0.6507 -0.4 -0.3 0.3
H 2.2144 2.4721 -2.1206 0.5 0.3 0.5
H -1.9823 -4.4540 0.6054 0.3 0.0 -0.1
H -6.2904 -3.7054 1.8027 0.0 -0.2 0.0
H 4.6356 1.1016 5.8389 -0.6 -0.1 -0.4
H 1.7700 5.5321 -3.8026 -0.4 0.0 0.2
H 0.0055 -0.3052 -3.4982 0.4 -1.0 0.8
H -3.1472 -4.0505 2.7614 0.5 0.5 -0.1
H -5.2709 -4.8692 2.4534 0.9 0.5 0.0
H 4.7492 -1.1535 1.0413 -0.1 -0.2 -0.1
H -0.4298 5.5039 -3.3024 -0.3 0.3 0.1
H -2.1748 4.6956 -1.7229 -0.1 -0.1 0.4
H 1.3803 -0.4168 0.4427 -0.1 0.4 0.6
H 2.4678 1.6555 4.4266 0.2 0.2 0.1
H 0.3917 -2.4809 -0.5467 0.2 -0.1 -0.2
H 1.3222 0.8914 2.4774 -0.2 0.3 -0.6
H -0.4818 1.0866 -4.4649 -0.7 0.5 -0.3
H 0.6249 1.8404 -0.1726 0.3 -0.2 -0.2
H -2.5874 -2.4981 2.0731 -0.1 -0.3 0.4
H -2.1817 1.6400 -4.4854 0.6 0.1 -0.2
H 0.6419 -3.1990 -2.0736 -0.2 -0.7 0.3
H -0.7417 -1.2167 -2.1828 -0.2 0.1 -0.3
H 5.9650 -0.6004 2.9883 0.1 0.3 0.5